No. 1
95
Properties=species:S:1:pos:R:3:mulliken_charge:R:1 method="wB97M-V/def2-TZVPD" e_homo_ev=-4.7987 largest_force_ev_per_a=0.62 lumo_ha=0.084 multiplicity=1 homo_lumo_gap_ev=7.07 total_charge=-1 e_tot_ha=-3424.7955
Cd 1.104 0.447 -0.961 1.10
N -0.656 0.332 -3.559 -0.26
C -1.214 1.570 -3.741 0.60
C -2.594 1.683 -3.934 -0.76
C -3.194 2.914 -4.121 -0.55
C -2.420 4.065 -4.125 -0.88
C -1.051 3.950 -3.923 -0.68
C -0.417 2.726 -3.722 0.86
C 1.060 2.735 -3.471 0.62
C 1.801 3.581 -4.307 -0.50
C 3.114 3.920 -4.027 -0.66
C 3.701 3.415 -2.877 -1.06
C 2.989 2.515 -2.092 0.01
C 1.670 2.106 -2.357 -0.76
H -1.243 -0.471 -3.703 0.14
H 0.296 0.180 -3.848 0.23
H -3.190 0.777 -3.939 0.34
H -4.265 2.973 -4.274 0.37
H -2.870 5.037 -4.279 0.38
H -0.448 4.849 -3.878 0.46
H 1.325 3.992 -5.191 0.52
H 3.662 4.585 -4.684 0.35
H 4.713 3.697 -2.605 0.41
H 3.506 2.097 -1.231 0.43
C -3.324 -6.469 -0.995 -1.60
C -2.621 -6.228 0.338 0.37
C -3.623 -6.318 1.477 -1.01
C -2.968 -5.976 2.804 -1.09
C -2.409 -4.584 2.730 1.12
C -2.340 -3.769 3.836 -0.89
C -1.810 -2.491 3.722 0.15
F -1.750 -1.731 4.846 -0.40
C -1.361 -1.995 2.531 -1.53
C -1.439 -2.801 1.391 0.32
C -0.961 -2.246 0.096 0.77
O -0.804 -1.029 -0.029 -0.78
C -0.747 -3.258 -0.924 0.23
C -1.281 -4.486 -0.740 -0.20
N -1.960 -4.910 0.361 0.33
C -1.950 -4.101 1.489 -0.29
C 0.035 -3.058 -2.227 -0.47
O -0.243 -3.848 -3.146 -0.83
O 0.903 -2.160 -2.209 -0.46
H -3.954 -7.356 -0.912 0.43
H -2.629 -6.629 -1.817 0.47
H -3.952 -5.613 -1.246 0.37
H -1.856 -7.000 0.485 0.12
H -4.042 -7.326 1.493 0.40
H -4.441 -5.618 1.281 0.34
H -2.164 -6.693 3.006 0.32
H -3.681 -6.052 3.626 0.42
H -2.673 -4.126 4.803 0.49
H -0.925 -1.011 2.436 0.92
H -1.157 -5.199 -1.543 0.52
C 3.023 4.498 1.243 -1.06
C 4.118 3.873 1.826 -0.69
C 4.110 2.501 1.980 -0.74
C 2.990 1.766 1.570 0.03
N 1.938 2.380 1.027 0.78
C 1.965 3.696 0.851 -0.43
C 2.950 0.281 1.672 1.76
C 3.658 -0.324 2.717 -0.87
C 3.749 -1.701 2.799 -0.71
C 3.135 -2.474 1.822 -0.77
C 2.406 -1.866 0.807 0.45
C 2.276 -0.475 0.694 -1.24
H 2.998 5.567 1.079 0.46
H 4.978 4.452 2.140 0.40
H 4.973 1.987 2.380 0.54
H 1.096 4.120 0.355 0.46
H 4.113 0.284 3.493 0.45
H 4.290 -2.165 3.615 0.34
H 3.223 -3.555 1.854 0.44
H 1.932 -2.490 0.063 0.26
N -0.949 2.085 -0.127 -0.66
C -1.155 2.117 1.007 0.29
N -1.427 2.127 2.311 0.06
C -0.643 3.006 3.181 -0.05
C -1.271 4.389 3.215 -0.56
O -2.635 4.323 3.606 -0.42
C -3.388 3.517 2.711 -0.58
C -2.848 2.099 2.676 -0.61
H 0.382 3.045 2.819 -0.16
H -0.651 2.566 4.180 0.37
H -1.193 4.848 2.220 0.30
H -0.769 5.027 3.941 0.40
H -3.346 3.949 1.701 0.32
H -4.419 3.536 3.062 0.37
H -3.392 1.486 1.960 0.42
H -2.923 1.648 3.665 0.33
Cl 3.518 -0.906 -2.913 0.03
C 4.651 0.120 -3.774 0.14
Cl 6.229 0.263 -2.950 -0.23
H 4.226 1.116 -3.837 -0.26
H 4.832 -0.309 -4.752 0.41

---

No. 2
98
Properties=species:S:1:pos:R:3:mulliken_charge:R:1 method="wB97M-V/def2-TZVPD" e_homo_ev="-15.9538 / -15.9533" largest_force_ev_per_a=4.14 lumo_ha="-0.376 / -0.376" multiplicity=2 homo_lumo_gap_ev="5.73 / 5.73" total_charge=+3 e_tot_ha=-7465.2256
Ir -0.077 0.476 0.231 2.25
S -2.786 -4.250 5.657 0.26
N -1.829 -2.965 5.768 -0.68
C -1.543 -2.514 4.552 0.77
C -0.734 -1.386 4.212 0.69
C -0.032 -0.623 5.155 -0.83
C 0.699 0.462 4.726 -1.12
C 0.675 0.794 3.371 -0.64
N 0.030 0.073 2.476 0.03
C -0.639 -1.031 2.849 -0.33
C -1.240 -1.852 1.822 -0.06
N -1.045 -1.519 0.532 -0.33
C -1.505 -2.294 -0.436 -0.35
C -2.225 -3.458 -0.185 -0.97
C -2.484 -3.810 1.124 -0.59
C -1.984 -3.007 2.155 0.56
C -2.168 -3.302 3.540 0.76
N -2.885 -4.294 4.055 -0.69
H -0.083 -0.914 6.193 0.65
H 1.275 1.058 5.415 0.57
H 1.188 1.673 3.005 0.57
H -1.290 -1.978 -1.453 0.44
H -2.566 -4.066 -1.006 0.55
H -3.046 -4.695 1.377 0.60
C 4.609 -2.517 -0.191 -1.14
C 5.215 -1.384 0.629 -1.23
C 4.544 -0.022 0.347 2.40
C 5.210 1.101 1.182 -1.25
C 4.691 2.503 0.888 -1.08
C 4.703 0.304 -1.126 -0.46
O 5.751 0.278 -1.699 -0.53
N 3.536 0.650 -1.820 0.21
C 2.289 0.622 -1.294 0.40
O 1.262 0.844 -1.971 -0.60
N 2.118 0.349 0.007 -0.27
C 3.091 -0.084 0.851 -0.34
O 2.836 -0.473 1.963 -0.54
H 5.087 -3.456 0.074 0.51
H 4.765 -2.353 -1.257 0.29
H 3.541 -2.615 0.007 0.19
H 6.276 -1.292 0.384 0.48
H 5.128 -1.607 1.694 0.50
H 6.282 1.069 0.976 0.47
H 5.063 0.865 2.239 0.47
H 4.938 2.813 -0.126 0.30
H 5.165 3.202 1.572 0.49
H 3.612 2.574 1.026 0.14
H 3.655 0.890 -2.800 0.29
C 0.150 2.289 -5.454 -0.61
N 0.484 0.992 -5.974 0.25
C 1.073 0.745 -7.168 -0.44
C 1.208 -0.612 -7.288 -0.31
N 0.711 -1.176 -6.164 0.20
C 0.615 -2.589 -5.920 -0.81
C 0.267 -0.190 -5.349 -0.18
Se -0.463 -0.407 -3.674 0.04
H -0.321 2.884 -6.235 0.38
H 1.046 2.810 -5.109 0.32
H -0.529 2.184 -4.608 0.07
H 1.379 1.519 -7.844 0.52
H 1.612 -1.193 -8.095 0.46
H 1.071 -3.120 -6.752 0.30
H -0.429 -2.898 -5.834 0.35
H 1.146 -2.851 -5.003 0.33
C -3.389 6.346 0.198 -0.50
C -2.039 6.056 0.056 -0.74
C -1.608 4.738 0.002 -0.13
C -2.540 3.714 0.088 -0.05
C -3.899 4.004 0.237 -0.25
C -4.318 5.319 0.288 -0.85
As -2.122 1.811 0.009 1.20
C -2.936 1.303 1.718 0.52
C -3.859 0.285 1.902 0.04
C -4.333 0.005 3.174 -0.71
C -3.875 0.727 4.264 -0.76
C -2.956 1.750 4.085 -0.77
C -2.480 2.031 2.819 -0.85
C -3.215 1.288 -1.525 0.80
C -3.749 0.013 -1.695 0.06
C -4.451 -0.305 -2.848 -1.07
C -4.604 0.639 -3.853 -0.67
C -4.037 1.897 -3.708 -0.74
C -3.340 2.220 -2.558 -1.00
H -3.721 7.372 0.239 0.43
H -1.322 6.858 -0.015 0.45
H -0.554 4.506 -0.109 0.49
H -4.618 3.192 0.308 0.38
H -5.368 5.539 0.396 0.47
H -4.238 -0.271 1.055 0.40
H -5.067 -0.775 3.306 0.53
H -4.247 0.504 5.251 0.49
H -2.610 2.324 4.930 0.52
H -1.759 2.830 2.674 0.43
H -3.624 -0.735 -0.924 0.30
H -4.861 -1.296 -2.973 0.48
H -5.155 0.400 -4.749 0.45
H -4.136 2.627 -4.498 0.50
H -2.906 3.208 -2.449 0.47

---

No. 3
99
Properties=species:S:1:pos:R:3:mulliken_charge:R:1 method="wB97M-V/def2-TZVPD" e_homo_ev="-12.0013 / -12.0021" largest_force_ev_per_a=0.12 lumo_ha="-0.199 / -0.199" multiplicity=1 homo_lumo_gap_ev="6.58 / 6.58" total_charge=+2 e_tot_ha=-3994.2301
W -0.648 0.177 -0.412 1.51
C 1.054 -3.836 0.461 -2.17
C 0.452 -2.475 0.501 1.04
N 0.583 -1.589 -0.423 1.55
N 1.329 -1.919 -1.546 -2.44
C 1.940 -0.849 -1.979 0.42
N 2.780 -0.932 -3.019 -0.38
S 1.747 0.672 -1.176 -0.16
C -0.335 -2.023 1.647 0.93
C -0.541 -2.822 2.764 -0.95
C -1.283 -2.337 3.824 -0.98
C -1.826 -1.064 3.725 -1.40
C -1.600 -0.331 2.580 -0.29
N -0.844 -0.770 1.563 0.90
H 1.596 -3.982 -0.467 0.44
H 0.271 -4.592 0.544 0.39
H 1.740 -3.971 1.298 0.42
H 3.083 -1.835 -3.345 0.25
H 3.228 -0.106 -3.373 0.21
H -0.123 -3.818 2.789 0.61
H -1.449 -2.945 4.703 0.48
H -2.435 -0.642 4.512 0.59
H -2.051 0.638 2.456 0.34
I -3.285 -4.301 -1.077 0.04
C -4.048 -2.398 -0.748 0.04
C -5.440 -2.183 -0.701 -0.03
C -5.964 -0.935 -0.488 -0.29
I -8.033 -0.708 -0.432 0.14
C -5.097 0.175 -0.291 1.48
C -5.508 1.497 -0.010 -1.34
C -4.562 2.457 0.213 -2.40
C -3.203 2.120 0.137 -0.86
N -2.763 0.915 -0.168 1.17
C -3.711 -0.060 -0.357 -0.64
C -3.180 -1.343 -0.597 -0.64
O -1.865 -1.451 -0.656 0.26
H -6.101 -3.029 -0.832 0.45
H -6.562 1.731 0.046 0.25
H -4.832 3.477 0.448 0.70
H -2.465 2.876 0.340 1.43
N 0.198 3.273 0.049 1.36
P 0.280 2.043 1.218 0.00
C -0.364 2.823 2.744 1.50
C 0.550 3.364 3.652 -1.11
C 0.111 4.064 4.769 -0.83
C -1.243 4.231 5.003 -0.79
C -2.164 3.694 4.112 -1.15
C -1.729 3.000 2.998 0.13
C 2.009 1.770 1.662 0.87
C 3.039 2.599 1.239 -0.50
C 4.347 2.324 1.615 -0.88
C 4.624 1.221 2.408 -0.71
C 3.595 0.388 2.829 -0.76
C 2.289 0.661 2.458 -0.29
P -0.405 2.657 -1.405 -0.93
C -1.827 3.671 -1.894 1.03
C -2.522 3.286 -3.040 -0.66
C -3.602 4.033 -3.480 -0.89
C -3.982 5.178 -2.789 -0.66
C -3.276 5.578 -1.664 -0.86
C -2.202 4.824 -1.212 -0.34
C 0.724 3.117 -2.748 1.44
C 1.389 4.334 -2.652 -1.06
C 2.184 4.779 -3.700 -0.90
C 2.298 4.018 -4.852 -0.64
C 1.620 2.809 -4.955 -1.01
C 0.838 2.353 -3.908 -0.36
H 0.578 4.201 0.186 0.51
H 1.612 3.248 3.499 0.52
H 0.837 4.477 5.455 0.49
H -1.582 4.774 5.874 0.43
H -3.225 3.815 4.289 0.50
H -2.476 2.592 2.336 0.05
H 2.836 3.449 0.598 0.27
H 5.148 2.971 1.285 0.47
H 5.644 1.009 2.700 0.41
H 3.813 -0.470 3.450 0.46
H 1.489 0.010 2.795 0.35
H -2.194 2.418 -3.603 0.59
H -4.139 3.738 -4.372 0.50
H -4.819 5.767 -3.139 0.44
H -3.559 6.480 -1.138 0.48
H -1.666 5.135 -0.322 0.35
H 1.294 4.958 -1.771 0.32
H 2.704 5.724 -3.618 0.47
H 2.912 4.368 -5.670 0.42
H 1.707 2.217 -5.857 0.53
H 0.337 1.397 -3.973 0.46
C -3.596 -1.563 -4.423 -1.08
N -2.777 -0.614 -3.686 0.04
C -1.548 -0.863 -3.229 -0.29
N -0.974 -2.037 -3.493 -0.17
O -0.913 0.047 -2.601 0.79
H -4.512 -1.068 -4.729 0.36
H -3.859 -2.423 -3.802 0.31
H -3.079 -1.902 -5.322 0.33
H -3.161 0.278 -3.423 0.18
H -1.514 -2.805 -3.855 0.29
H -0.117 -2.245 -2.986 0.11

---

No. 4
95
Properties=species:S:1:pos:R:3:mulliken_charge:R:1 method="wB97M-V/def2-TZVPD" e_homo_ev=-12.1290 largest_force_ev_per_a=1.11 lumo_ha=-0.249 multiplicity=1 homo_lumo_gap_ev=5.34 total_charge=+2 e_tot_ha=-3477.4032
Sn -0.446 1.274 0.865 1.39
O -0.378 1.732 5.022 -0.62
C -0.727 1.644 3.878 0.22
O -0.040 1.036 2.920 -0.68
C -2.019 2.207 3.395 0.47
C -2.900 2.842 4.247 -0.88
C -4.084 3.332 3.718 -0.57
C -4.349 3.153 2.365 -1.06
C -3.414 2.509 1.581 -0.26
N -2.265 2.045 2.095 0.56
H -2.640 2.936 5.292 0.62
H -4.794 3.848 4.351 0.48
H -5.267 3.513 1.921 0.54
H -3.569 2.350 0.521 0.61
C -1.733 -1.312 -1.841 0.16
C -2.468 -1.552 -0.512 -1.43
P -1.584 -1.107 1.015 1.09
C -0.353 -2.367 1.349 0.87
C -0.524 -3.685 0.939 -0.36
C 0.405 -4.640 1.303 -0.73
C 1.510 -4.290 2.075 -0.81
C 1.683 -2.979 2.486 -0.70
C 0.755 -2.013 2.115 -0.37
C -2.819 -1.269 2.303 0.93
C -2.562 -2.048 3.432 -0.45
C -3.575 -2.272 4.354 -0.82
C -4.825 -1.697 4.174 -0.65
C -5.067 -0.874 3.077 -0.90
C -4.065 -0.646 2.153 -0.50
P -0.035 -2.078 -1.979 0.38
C 1.101 -0.717 -2.411 0.48
C 2.451 -0.937 -2.132 -0.98
C 3.411 0.000 -2.494 -0.75
C 3.029 1.186 -3.107 -0.55
C 1.688 1.421 -3.379 -0.86
C 0.725 0.473 -3.042 0.10
C -0.193 -3.037 -3.522 0.62
C 0.467 -2.710 -4.702 -0.53
C 0.252 -3.464 -5.852 -0.73
C -0.587 -4.566 -5.819 -0.56
C -1.243 -4.902 -4.641 -0.64
C -1.039 -4.145 -3.496 -0.36
H -1.666 -0.249 -2.021 -0.93
H -2.335 -1.737 -2.644 0.94
H -2.745 -2.600 -0.391 0.67
H -3.387 -0.962 -0.502 0.72
H -1.387 -3.982 0.357 0.31
H 0.267 -5.666 0.986 0.48
H 2.229 -5.048 2.360 0.43
H 2.531 -2.708 3.103 0.49
H 0.881 -0.990 2.445 0.09
H -1.589 -2.496 3.581 0.47
H -3.386 -2.902 5.213 0.47
H -5.613 -1.884 4.892 0.44
H -6.040 -0.417 2.944 0.49
H -4.258 0.007 1.310 0.20
H 2.747 -1.859 -1.643 0.41
H 4.457 -0.194 -2.294 0.53
H 3.775 1.924 -3.376 0.43
H 1.389 2.337 -3.880 0.50
H -0.307 0.634 -3.325 0.76
H 1.133 -1.856 -4.739 0.37
H 0.743 -3.185 -6.775 0.42
H -0.717 -5.177 -6.703 0.39
H -1.909 -5.756 -4.616 0.42
H -1.538 -4.423 -2.571 0.29
N 2.538 0.742 3.199 -0.04
C 3.025 1.104 2.032 0.29
S 2.057 1.535 0.630 0.23
N 4.343 1.096 1.853 -0.13
C 5.074 1.579 0.704 0.05
C 6.036 0.752 0.148 -0.52
C 6.804 1.215 -0.909 -0.57
C 6.616 2.503 -1.394 -0.47
C 5.654 3.327 -0.823 -0.81
C 4.875 2.866 0.228 -0.05
H 1.537 0.813 3.380 0.08
H 3.152 0.567 3.981 0.23
H 4.911 0.781 2.627 0.28
H 6.191 -0.246 0.544 0.43
H 7.553 0.570 -1.350 0.43
H 7.229 2.869 -2.208 0.44
H 5.521 4.339 -1.183 0.45
H 4.150 3.519 0.699 0.61
O -0.288 3.615 0.568 -0.71
C -0.961 3.555 -0.466 0.31
C -1.327 4.657 -1.415 -0.60
C -2.236 3.951 -2.427 -0.66
C -2.160 2.473 -2.066 -0.27
O -2.624 1.564 -2.684 -0.55
N -1.430 2.364 -0.843 0.71
H -0.412 5.045 -1.864 0.30
H -1.798 5.481 -0.881 0.38
H -1.942 4.092 -3.465 0.38
H -3.277 4.264 -2.343 0.31

---

No. 5
103
Properties=species:S:1:pos:R:3:mulliken_charge:R:1 method="wB97M-V/def2-TZVPD" e_homo_ev="-5.4665 / -7.4388" largest_force_ev_per_a=0.52 lumo_ha="0.011 / 0.006" multiplicity=2 homo_lumo_gap_ev="5.77 / 7.61" e_tot_ha=-5861.6540
Hg -0.476 0.015 -0.283 1.78
C 4.877 -1.191 1.958 -1.34
C 3.949 -0.295 2.687 1.26
N 4.229 0.374 3.755 -0.96
N 3.068 1.056 4.025 0.38
C 2.060 0.829 3.159 -0.20
S 0.550 1.499 3.129 -0.35
N 2.642 -0.081 2.301 0.45
N 1.990 -0.627 1.208 -0.30
H 5.842 -1.178 2.458 0.38
H 5.001 -0.862 0.925 0.22
H 4.503 -2.216 1.941 0.33
H 3.002 1.658 4.825 0.18
H 2.048 -1.636 1.237 0.17
H 2.369 -0.251 0.343 -0.26
Br -3.650 -2.662 5.890 -0.22
C -3.223 -1.664 4.333 -0.16
C -1.933 -1.692 3.829 -0.68
C -1.630 -0.972 2.690 -0.05
C -2.591 -0.202 2.027 0.06
C -3.889 -0.197 2.559 -0.76
C -4.202 -0.921 3.700 -0.74
N -2.243 0.475 0.854 0.35
C -3.015 1.496 0.434 -0.42
C -2.818 2.158 -0.796 0.11
C -3.587 3.280 -1.198 -1.11
C -3.303 3.892 -2.389 -0.40
C -2.252 3.412 -3.192 -0.74
C -1.545 2.320 -2.731 -0.30
N -1.818 1.704 -1.585 -0.06
H -1.165 -2.267 4.329 0.49
H -0.622 -0.992 2.299 0.60
H -4.682 0.345 2.063 0.43
H -5.213 -0.916 4.084 0.41
H -3.793 1.877 1.085 0.43
H -4.380 3.641 -0.555 0.45
H -3.880 4.752 -2.707 0.42
H -1.994 3.883 -4.130 0.47
H -0.700 1.917 -3.286 0.33
C 1.299 1.792 -5.528 -1.07
O 1.916 2.166 -4.308 0.04
C 3.220 2.552 -4.337 0.93
C 3.973 2.687 -5.500 -0.73
C 5.284 3.149 -5.450 -0.81
C 5.858 3.475 -4.235 -0.81
C 5.122 3.303 -3.072 -0.70
C 3.814 2.836 -3.097 0.18
N 3.119 2.727 -1.880 0.51
C 2.319 1.688 -1.440 -1.67
N 2.513 0.542 -2.169 0.28
C 1.652 -0.510 -2.553 -0.44
C 0.488 -0.911 -1.917 -0.29
C -0.227 -1.979 -2.484 -0.60
C 0.202 -2.648 -3.611 -1.19
C 1.389 -2.264 -4.232 -0.25
C 2.098 -1.203 -3.710 1.16
O 3.269 -0.738 -4.259 -0.30
C 3.801 -1.428 -5.372 -1.17
N 1.564 1.745 -0.396 2.02
C 1.557 2.935 0.371 -0.24
C 0.403 3.688 0.529 -0.80
C 0.382 4.820 1.334 -0.92
C 1.530 5.220 1.993 -0.94
C 2.703 4.490 1.847 -0.71
C 2.716 3.354 1.050 0.37
O 3.842 2.594 0.846 0.26
C 5.083 3.190 1.177 -1.31
H 0.289 1.482 -5.277 0.29
H 1.824 0.952 -5.990 0.35
H 1.262 2.630 -6.227 0.37
H 3.533 2.461 -6.458 0.44
H 5.844 3.259 -6.369 0.41
H 6.874 3.844 -4.184 0.41
H 5.564 3.527 -2.108 0.42
H 3.313 3.435 -1.195 0.41
H 3.258 0.634 -2.842 0.36
H -1.151 -2.294 -2.021 0.49
H -0.375 -3.471 -4.013 0.41
H 1.736 -2.784 -5.113 0.45
H 4.736 -0.932 -5.618 0.27
H 3.124 -1.377 -6.230 0.41
H 3.996 -2.476 -5.132 0.39
H -0.489 3.368 0.013 0.33
H -0.537 5.381 1.444 0.44
H 1.524 6.098 2.626 0.40
H 3.597 4.805 2.368 0.45
H 5.855 2.525 0.797 0.22
H 5.204 3.300 2.256 0.34
H 5.186 4.172 0.705 0.46
F -0.721 -8.107 0.529 -0.28
C -1.707 -7.323 0.990 0.79
F -2.840 -7.691 0.370 -0.26
F -1.862 -7.602 2.295 -0.25
C -1.414 -5.861 0.779 0.36
C -2.436 -4.936 0.906 -1.04
C -2.127 -3.594 0.742 -0.28
N -0.899 -3.159 0.465 0.37
C 0.063 -4.062 0.329 -0.29
C -0.136 -5.427 0.484 -0.98
H -3.448 -5.244 1.129 0.45
H -2.896 -2.837 0.844 0.48
H 1.044 -3.682 0.057 0.44
H 0.681 -6.124 0.366 0.48